Entry 1:
{"formula": "C4H4F2", "method": "ωB97M-V/def2-TZVPD", "energy_ha": -354.25470, "e_homo_ev": [-8.53, -8.54], "gap_ev": [8.367, 7.921], "symbols": ["F", "F", "C", "C", "C", "C", "H", "H", "H", "H"], "xyz": [[-2.008, -0.820, -2.779], [1.912, -0.625, -0.816], [-0.721, -1.055, -2.951], [0.643, -0.491, -0.613], [-0.143, 0.094, 0.217], [0.281, 0.643, 1.489], [-0.152, 1.570, 1.538], [-1.183, 0.107, -0.014], [0.062, -0.094, 2.331], [1.309, 0.671, 1.597]]}

Entry 2:
{"formula": "C51H53CeN6OPS2", "method": "ωB97M-V/def2-TZVPD", "energy_ha": -3991.84861, "e_homo_ev": [-9.79, -9.80], "charge": 1, "spin_multiplicity": 2, "gap_ev": [7.294, 7.302], "symbols": ["Ce", "S", "S", "P", "O", "N", "N", "N", "N", "N", "N", "C", "C", "C", "C", "C", "C", "C", "C", "C", "C", "C", "C", "C", "C", "C", "C", "C", "C", "C", "C", "C", "C", "C", "C", "C", "C", "C", "C", "C", "C", "C", "C", "C", "C", "C", "C", "C", "C", "C", "C", "C", "C", "C", "C", "C", "C", "C", "C", "C", "C", "C", "H", "H", "H", "H", "H", "H", "H", "H", "H", "H", "H", "H", "H", "H", "H", "H", "H", "H", "H", "H", "H", "H", "H", "H", "H", "H", "H", "H", "H", "H", "H", "H", "H", "H", "H", "H", "H", "H", "H", "H", "H", "H", "H", "H", "H", "H", "H", "H", "H", "H", "H", "H", "H"], "xyz": [[0.142, 0.202, -0.438], [0.558, -2.845, 3.521], [-0.136, -0.187, 2.240], [1.047, 2.840, 0.453], [1.756, 0.679, -1.717], [-2.014, -1.337, -0.425], [1.700, -1.467, 0.075], [-0.949, 2.094, -1.646], [0.788, 3.548, -1.096], [1.382, -2.234, 1.190], [-0.424, -1.128, -2.676], [-5.373, -5.095, -0.773], [-1.139, -2.248, -2.491], [4.687, -0.654, 5.896], [-1.115, -5.508, -5.231], [2.831, 0.070, -2.164], [2.558, -0.107, 4.920], [2.898, -3.483, -0.576], [-5.688, -3.594, -0.890], [5.152, -1.090, -3.261], [2.434, 6.381, 2.016], [1.644, 6.529, 3.149], [-2.196, -2.190, -1.448], [2.261, 5.285, 1.188], [-0.150, 3.625, -3.309], [5.381, 1.222, 0.417], [4.764, 0.193, -3.644], [0.106, -4.582, -5.246], [-1.886, 1.693, -2.526], [-4.173, -1.974, 0.401], [0.400, -1.101, -3.727], [4.192, -1.898, 6.263], [-6.244, -3.292, -2.292], [-0.978, -3.376, -3.283], [0.397, -4.168, -6.695], [2.885, -2.242, 5.960], [0.672, 5.587, 3.445], [2.052, -1.347, 5.293], [2.539, -2.034, -0.749], [-1.104, 3.186, -4.194], [2.792, 2.258, 0.363], [-6.754, -3.228, 0.144], [0.490, 4.492, 2.611], [3.766, 2.755, -0.496], [3.215, -1.247, -1.780], [-2.013, 2.204, -3.793], [1.319, -5.335, -4.671], [0.691, -1.723, 2.152], [0.635, -1.723, 4.974], [-0.110, -3.357, -4.372], [-2.986, -1.269, 0.488], [5.052, 2.240, -0.467], [3.128, 1.229, 1.243], [1.286, 4.333, 1.481], [3.625, 0.746, -3.111], [-3.359, -2.926, -1.602], [0.571, -2.162, -4.593], [-0.105, 3.070, -2.021], [-4.401, -2.817, -0.681], [4.380, -1.784, -2.359], [3.869, 0.238, 5.218], [4.417, 0.716, 1.275], [2.382, 0.844, 1.929], [3.298, 1.738, -3.399], [-4.916, -1.845, 1.175], [-2.024, -4.967, -5.501], [-1.257, -5.978, -4.257], [3.097, -3.953, -1.536], [0.029, -0.854, 4.740], [0.059, 5.701, 4.330], [0.391, -5.048, -7.336], [-1.525, -4.272, -3.035], [-0.267, 3.752, 2.842], [1.796, 7.377, 3.803], [0.170, -2.288, 5.780], [1.376, -3.697, -6.793], [1.920, 0.602, 4.404], [1.535, -6.214, -5.281], [1.369, 4.310, -1.408], [-2.578, 0.939, -2.165], [2.089, -4.000, -0.071], [6.387, 0.825, 0.437], [-6.295, -5.672, -0.855], [0.561, 4.393, -3.587], [4.707, -2.771, -2.066], [-4.698, -5.422, -1.565], [-0.975, -6.310, -5.955], [4.246, 1.212, 4.930], [-6.996, -2.164, 0.109], [4.664, -0.073, 1.975], [-6.408, -2.221, -2.424], [-5.575, -3.637, -3.081], [3.197, 7.113, 1.786], [2.906, 5.168, 0.326], [3.784, -3.577, 0.056], [1.118, -5.665, -3.650], [5.703, -0.379, 6.147], [3.529, 3.534, -1.212], [-6.440, -3.491, 1.156], [6.052, -1.536, -3.661], [-4.913, -5.320, 0.190], [1.252, -2.045, -5.424], [-7.665, -3.785, -0.072], [0.938, -0.175, -3.884], [2.498, -3.217, 6.235], [-0.362, -3.474, -7.062], [-2.795, 1.860, -4.452], [4.824, -2.599, 6.793], [2.204, -4.696, -4.660], [-2.796, -0.618, 1.332], [-7.198, -3.803, -2.422], [5.357, 0.753, -4.356], [-3.465, -3.564, -2.466], [5.800, 2.627, -1.148], [-1.152, 3.601, -5.191]]}

Entry 3:
{"formula": "C5H12KO9V", "method": "ωB97M-V/def2-TZVPD", "energy_ha": -2418.36925, "e_homo_ev": -5.97, "gap_ev": 3.346, "symbols": ["V", "K", "O", "O", "O", "O", "O", "O", "O", "O", "O", "C", "C", "C", "C", "C", "H", "H", "H", "H", "H", "H", "H", "H", "H", "H", "H", "H"], "xyz": [[-0.008, 4.279, -2.419], [-1.887, 0.907, -0.316], [-3.839, 2.679, -1.632], [-0.126, -3.169, 1.716], [2.804, 1.325, 2.377], [-3.680, 4.606, -1.466], [-5.335, 3.783, -1.934], [1.617, 4.384, -2.417], [-1.176, -1.808, -0.970], [0.679, 0.297, 1.045], [-0.355, 3.266, -1.195], [-0.530, -3.817, 0.466], [1.944, -0.348, 0.901], [-4.443, 3.695, -1.086], [2.977, 0.586, 1.183], [-0.272, -2.858, -0.794], [0.739, 0.920, 1.772], [3.898, 0.043, 1.395], [-1.582, -4.073, 0.598], [0.082, -4.688, 0.236], [-0.968, -1.441, -1.832], [-0.894, -2.611, 1.859], [2.978, 1.369, 0.425], [2.133, -0.677, -0.121], [2.044, -1.219, 1.550], [0.760, -2.529, -0.675], [2.781, 0.600, 3.006], [-0.338, -3.499, -1.673]]}

Entry 4:
{"formula": "C5H10FO3PS", "method": "ωB97M-V/def2-TZVPD", "energy_ha": -1261.61725, "e_homo_ev": -9.31, "gap_ev": 9.448, "smiles": "CC(C)(C)[C@H]1OP(F)#S(=O)O1", "symbols": ["S", "P", "F", "O", "O", "O", "C", "C", "C", "C", "C", "H", "H", "H", "H", "H", "H", "H", "H", "H", "H"], "xyz": [[2.571, -1.698, -0.208], [2.912, 0.122, 1.094], [3.978, 0.779, 0.088], [3.585, -1.859, -1.249], [1.481, 0.798, 0.457], [1.015, -1.059, -0.691], [-1.750, -0.517, -1.031], [-0.841, -0.637, 1.282], [-1.178, 1.617, 0.292], [0.560, 0.212, -0.529], [-0.828, 0.194, -0.037], [-2.008, 1.574, 0.891], [-0.738, -1.639, 0.974], [-1.776, -0.576, 1.823], [-2.326, 0.040, -1.808], [-0.291, 2.139, 0.817], [0.713, 0.913, -1.467], [-1.306, 2.200, -0.542], [-0.093, -0.226, 2.011], [-2.483, -1.174, -0.466], [-1.196, -1.202, -1.701]]}